Entry w
Computed, not measured: C21H18N4O2 in the gas phase, with ωB97M-V/def2-TZVPD.

The calculation puts the HOMO-LUMO gap at 0.31651 Eh. As for the structure (SMILES): O=C(NNc1ccccc1)/C(=C\c1cccnc1)NC(=O)c1ccccc1. The HOMO energy comes out at -8.3 eV.

Last column: Mulliken charge in e.
Positions of all 45 atoms, in Å:
O (-0.571, -0.102, -1.116)  -0.626
O (-4.162, 2.125, 1.575)  -0.643
N (-0.396, -1.675, 1.111)  -0.652
N (-2.084, 2.314, 0.770)  -0.066
N (-0.724, -0.319, 1.119)  0.385
N (3.119, 1.230, -1.609)  -0.588
C (-3.360, 0.541, -1.360)  -0.121
C (3.899, 2.668, 0.118)  -0.376
C (-3.911, -1.786, -1.547)  -0.447
C (-3.295, 1.670, 0.861)  -0.145
C (3.575, -2.709, 0.288)  -0.621
C (1.973, -1.111, 1.088)  -0.103
C (3.282, -1.470, 0.827)  -0.500
C (0.174, 2.714, 0.161)  -1.095
C (-0.873, 1.879, 0.241)  0.548
C (-3.835, -0.752, 0.615)  -0.426
C (1.877, 1.528, -1.287)  -0.378
C (-0.724, 0.407, -0.032)  -0.057
C (1.538, 2.387, -0.234)  0.689
C (4.107, 1.769, -0.917)  -0.448
C (0.936, -1.991, 0.795)  0.692
C (2.545, -3.592, 0.006)  -0.550
C (2.597, 2.984, 0.456)  -0.538
C (-4.038, -1.872, -0.170)  -0.665
C (-3.471, 0.453, 0.024)  0.801
C (1.234, -3.237, 0.252)  -0.647
C (-3.583, -0.578, -2.141)  -0.603
H (1.759, -0.138, 1.506)  0.412
H (2.392, 3.677, 1.261)  0.424
H (2.764, -4.560, -0.420)  0.360
H (1.116, 1.072, -1.901)  0.635
H (4.076, -0.771, 1.047)  0.405
H (5.105, 1.476, -1.217)  0.393
H (-3.943, -0.805, 1.689)  0.419
H (0.031, 3.737, 0.495)  0.488
H (4.598, -2.985, 0.083)  0.385
H (-4.071, -2.661, -2.159)  0.404
H (0.429, -3.920, 0.020)  0.357
H (-2.071, 3.226, 1.215)  0.246
H (-1.062, -2.209, 0.557)  0.288
H (-3.490, -0.509, -3.213)  0.417
H (-4.303, -2.811, 0.293)  0.442
H (-3.097, 1.481, -1.820)  0.421
H (-0.800, 0.113, 2.029)  0.273
H (4.732, 3.109, 0.645)  0.410

Entry x
Computed, not measured: C21H18N4O2 in the gas phase, with ωB97M-V/def2-TZVPD.

The calculation puts the HOMO-LUMO gap at 0.30000 Eh. As for the structure (SMILES): CN(C)c1ccc(C#Cc2ncnc(N)c2-c2ccc3c(c2)OCO3)cc1. The HOMO energy comes out at -7.6 eV.

Last column: Mulliken charge in e.
Positions of all 45 atoms, in Å:
O (-1.021, -3.007, -0.270)  -0.519
O (-3.126, -2.288, 0.436)  -0.487
N (1.083, 1.939, -4.370)  -0.743
N (1.894, 0.274, 4.597)  0.141
N (-0.407, 1.198, -5.991)  -0.682
N (-2.160, -0.064, -5.581)  -0.478
C (0.453, 1.245, -3.460)  0.554
C (-2.027, -3.159, 0.747)  -0.264
C (-0.819, -1.325, -2.061)  -0.662
C (-1.447, -1.943, -0.969)  0.772
C (1.498, -0.348, 0.968)  -0.654
C (1.274, 0.972, 0.478)  0.483
C (-0.690, 0.515, -3.748)  -0.050
C (-2.690, -1.481, -0.538)  0.986
C (1.293, 2.074, 1.340)  -0.943
C (0.964, 1.283, -2.135)  0.020
C (1.723, 0.506, 3.225)  0.316
C (1.427, -0.943, 5.286)  -1.052
C (1.135, 1.185, -0.932)  -0.091
C (0.644, 1.906, -5.628)  -0.328
C (-3.300, -0.353, -1.147)  -1.109
C (-1.049, 0.540, -5.075)  0.731
C (-2.603, 0.305, -2.166)  -0.521
C (2.708, 1.261, 5.372)  -1.137
C (-1.418, -0.238, -2.692)  -0.134
C (1.721, -0.587, 2.345)  -0.558
C (1.453, 1.787, 2.694)  -0.285
H (-2.325, -4.228, 0.751)  0.242
H (0.119, -1.715, -2.431)  0.481
H (1.130, 3.078, 0.939)  0.447
H (2.054, 2.092, 5.587)  0.322
H (3.094, 0.841, 6.303)  0.411
H (-2.799, -0.307, -4.854)  0.259
H (1.475, 2.597, 3.380)  0.332
H (1.907, -1.567, 2.719)  0.445
H (3.541, 1.590, 4.726)  0.352
H (-2.963, 1.252, -2.520)  0.558
H (1.314, -0.767, 6.364)  0.403
H (1.196, 2.509, -6.362)  0.408
H (-4.267, -0.028, -0.869)  0.453
H (2.143, -1.733, 5.156)  0.324
H (1.485, -1.207, 0.287)  0.376
H (-2.477, 0.388, -6.434)  0.294
H (0.451, -1.199, 4.836)  0.323
H (-1.593, -2.850, 1.696)  0.264

Least stable = entry x

Entry w
Computed, not measured: C5H7NOS in the gas phase, with ωB97M-V/def2-TZVPD.

The calculation puts the HOMO-LUMO gap at 0.29874 Eh. As for the structure (SMILES): CN1CCC(=S)C1=O. The HOMO energy comes out at -8.6 eV.

Last column: Mulliken charge in e.
Positions of all 15 atoms, in Å:
S (2.165, 2.166, 1.487)  -0.236
O (-1.055, 2.217, 0.273)  -0.569
N (-0.620, 0.010, -0.124)  0.038
C (1.390, 1.252, 0.433)  -0.004
C (1.721, -0.081, -0.220)  -0.550
C (-1.976, -0.525, -0.267)  -1.111
C (-0.306, 1.297, 0.163)  0.523
C (0.475, -0.890, 0.063)  -0.516
H (-2.516, 0.194, -0.745)  0.411
H (0.278, -1.718, -0.643)  0.346
H (1.671, 0.150, -1.348)  0.197
H (-1.946, -1.283, -0.945)  0.424
H (0.466, -1.308, 1.202)  0.235
H (-2.355, -0.981, 0.659)  0.314
H (2.609, -0.499, 0.012)  0.496

Entry x
Computed, not measured: C5H7NOS in the gas phase, with ωB97M-V/def2-TZVPD.

The calculation puts the HOMO-LUMO gap at 0.34657 Eh. As for the structure (SMILES): S=C1C[C@@H]([C@@H]2CN2)O1. The HOMO energy comes out at -9.1 eV.

Last column: Mulliken charge in e.
Positions of all 15 atoms, in Å:
S (1.303, 3.308, 1.230)  -0.305
O (1.437, 0.868, -0.135)  -0.361
N (-1.252, -1.589, -0.552)  -0.609
C (0.347, 0.519, 1.468)  -0.656
C (0.936, -0.311, 0.403)  0.426
C (1.046, 1.773, 0.791)  0.286
C (0.076, -0.814, -0.856)  -0.165
C (-1.232, -0.226, -1.093)  -0.473
H (-1.731, 0.684, -0.482)  0.167
H (-0.763, 0.343, 1.388)  0.224
H (0.559, 0.245, 2.610)  0.280
H (-1.490, -2.125, -1.369)  0.265
H (-1.534, -0.356, -2.153)  0.304
H (1.661, -1.273, 0.564)  0.263
H (0.638, -1.047, -1.814)  0.354

Least stable = entry x

Entry w
Computed, not measured: a molecular structure, C2H4OS2, with ωB97M-V/def2-TZVPD.

The calculation puts the HOMO-LUMO gap at 0.31362 Eh. The HOMO energy comes out at -8.9 eV.

Last column: Mulliken charge in e.
Positions of all 9 atoms, in Å:
S (2.078, 1.199, -0.618)  -0.261
S (-1.807, -0.523, 0.088)  -0.257
O (0.893, -1.041, -0.942)  -0.448
C (-0.462, 0.308, 0.712)  -0.438
C (0.913, 0.112, -0.143)  0.245
H (-0.336, 1.542, 0.885)  0.254
H (-0.342, 0.405, 1.917)  0.328
H (0.340, -1.612, -0.329)  0.366
H (-1.275, -0.390, -1.569)  0.211

Entry x
Computed, not measured: C2H4OS2 in the gas phase, with ωB97M-V/def2-TZVPD.

The calculation puts the HOMO-LUMO gap at 0.32002 Eh. As for the structure (SMILES): OC(=S)CS. The HOMO energy comes out at -8.8 eV.

Last column: Mulliken charge in e.
Positions of all 9 atoms, in Å:
S (-0.569, -1.746, -1.314)  -0.252
S (0.273, 1.788, 1.139)  -0.353
O (1.113, -0.628, 0.475)  -0.381
C (0.001, -0.615, -0.215)  0.363
C (-0.503, 0.757, -0.241)  -0.658
H (-1.509, 0.960, -0.107)  0.455
H (1.262, 0.054, 1.069)  0.351
H (-1.010, 1.441, 1.894)  0.195
H (0.097, 1.034, -1.103)  0.280

Least stable = entry w

Entry w
Computed, not measured: C2H4OS2 in the gas phase, with ωB97M-V/def2-TZVPD.

The calculation puts the HOMO-LUMO gap at 0.31101 Eh. As for the structure (SMILES): CC1(O)SS1. The HOMO energy comes out at -8.3 eV.

Last column: Mulliken charge in e.
Positions of all 9 atoms, in Å:
S (-1.821, -0.774, -0.513)  -0.173
S (-1.675, 1.207, -0.018)  -0.202
O (-0.034, -0.504, 1.504)  -0.499
C (-0.397, -0.068, 0.212)  0.670
C (0.906, 0.093, -0.688)  -1.136
H (1.293, -0.900, -0.991)  0.279
H (1.639, 0.616, -0.194)  0.353
H (-0.594, -0.316, 2.283)  0.339
H (0.683, 0.647, -1.596)  0.368

Entry x
Computed, not measured: 2 unconnected molecules or ions with the total composition C2H4OS2, with ωB97M-V/def2-TZVPD.

The calculation puts the HOMO-LUMO gap (spin up / spin down) at 0.25751 / 0.25700 Eh. As for the structure (SMILES): CC=S.O=S. The HOMO energy (spin up / spin down) comes out at -8.6 / -8.6 eV.

Last column: Mulliken charge in e.
Positions of all 9 atoms, in Å:
S (0.786, -0.463, 2.632)  -0.235
S (-0.785, -3.335, 3.914)  0.250
O (-1.206, -2.986, 2.522)  -0.274
C (0.068, -0.009, 1.256)  -0.150
C (-0.226, -1.026, 0.166)  -0.711
H (-0.433, -2.023, 0.586)  0.258
H (0.744, -0.917, -0.404)  0.269
H (0.030, 0.989, 0.911)  0.357
H (-1.226, -0.664, -0.392)  0.236

Entry y
Computed, not measured: 2 unconnected molecules or ions with the total composition C2H4OS2, with ωB97M-V/def2-TZVPD.

The calculation puts the HOMO-LUMO gap at 0.30580 Eh. The HOMO energy comes out at -8.5 eV.

Last column: Mulliken charge in e.
Positions of all 9 atoms, in Å:
S (2.366, 0.052, 1.265)  0.283
S (0.438, -0.837, -0.801)  0.001
O (2.062, 1.217, 2.274)  -0.522
C (-1.406, -0.606, -1.234)  -0.724
C (0.800, 0.223, 0.580)  -0.353
H (0.801, 1.624, 2.005)  0.498
H (-2.124, -1.420, -1.211)  0.310
H (-1.776, 0.199, -0.579)  0.264
H (-1.161, -0.453, -2.298)  0.243

Entry z
Computed, not measured: 2 unconnected molecules or ions with the total composition C2H4OS2, with ωB97M-V/def2-TZVPD.

The calculation puts the HOMO-LUMO gap at 0.33120 Eh. The HOMO energy comes out at -8.8 eV.

Last column: Mulliken charge in e.
Positions of all 9 atoms, in Å:
S (-1.511, 1.011, 0.382)  -0.117
S (-1.748, -1.828, 0.238)  -0.154
O (1.089, 0.604, 0.296)  -0.255
C (1.957, 0.810, -0.464)  -0.081
C (-1.272, -0.428, 1.157)  -0.006
H (3.155, 0.565, -0.317)  0.185
H (-1.471, -2.839, 1.068)  0.155
H (-2.027, 0.809, -0.859)  0.090
H (1.827, 1.295, -1.500)  0.183

Least stable = entry y

Entry w
Computed, not measured: 2 unconnected molecules or ions with the total composition C4H12NOS, with ωB97M-V/def2-TZVPD.

The calculation puts the HOMO-LUMO gap at 0.19161 Eh. As for the net charge: -1. The HOMO energy comes out at -2.3 eV.

Last column: Mulliken charge in e.
Positions of all 19 atoms, in Å:
S (2.341, -1.572, -0.740)  -0.724
O (0.620, 0.469, 7.078)  -0.648
N (-1.103, 0.412, -0.477)  -0.472
C (-0.217, -0.770, -0.257)  -0.676
C (1.260, -0.407, 0.094)  -0.588
C (-1.357, 0.649, -1.940)  -0.363
C (-0.492, 0.058, -2.978)  -1.095
H (-2.371, 0.275, -2.056)  0.217
H (1.470, -0.647, 1.126)  0.212
H (-0.229, -1.457, -1.097)  0.295
H (-0.514, 1.186, -0.175)  0.294
H (1.638, 0.562, -0.238)  0.276
H (-1.554, 1.730, -2.099)  0.354
H (0.570, -0.191, -2.779)  0.294
H (0.907, 1.355, 6.947)  0.314
H (0.689, -0.069, 6.297)  0.334
H (-0.277, 0.609, -3.907)  0.348
H (-0.799, -0.889, -3.439)  0.335
H (-0.582, -1.301, 0.639)  0.293

Entry x
Computed, not measured: 2 unconnected molecules or ions with the total composition C4H12NOS, with ωB97M-V/def2-TZVPD.

The calculation puts the HOMO-LUMO gap at 0.23156 Eh. As for the net charge: -1. The HOMO energy comes out at -2.8 eV.

Last column: Mulliken charge in e.
Positions of all 19 atoms, in Å:
S (2.685, 0.368, 0.424)  -0.329
O (-1.054, -1.050, -0.376)  -0.906
N (-3.285, 1.446, 1.223)  -0.624
C (1.923, -1.401, -1.604)  -1.041
C (-2.413, 0.862, 0.176)  -0.240
C (1.547, -0.092, -0.933)  0.438
C (-1.773, -0.464, 0.616)  -0.584
H (-2.626, -1.094, 0.980)  0.350
H (-3.934, 2.104, 0.806)  0.208
H (2.795, -1.288, -2.253)  0.368
H (1.575, 0.736, -1.638)  0.296
H (-3.860, 0.703, 1.606)  0.217
H (2.094, -2.179, -0.865)  0.266
H (-2.948, 0.634, -0.752)  0.207
H (-1.644, 1.586, -0.078)  0.229
H (-1.149, -0.237, 1.517)  0.147
H (0.515, -0.204, -0.513)  -0.364
H (1.078, -1.727, -2.222)  0.254
H (1.900, 0.003, 1.446)  0.109

Least stable = entry w

Entry w
Computed, not measured: 2 unconnected molecules or ions with the total composition C4H12NOS, with ωB97M-V/def2-TZVPD.

The calculation puts the HOMO-LUMO gap at 0.25206 Eh. As for the net charge: -1. The HOMO energy comes out at -3.0 eV.

Last column: Mulliken charge in e.
Positions of all 19 atoms, in Å:
S (2.026, -1.042, 0.012)  -0.629
O (0.494, 1.324, -1.981)  -0.658
N (-0.419, 0.791, 1.115)  -0.548
C (-0.964, -0.233, 0.100)  0.624
C (0.132, -1.442, 0.144)  -1.076
C (-0.832, 2.208, 0.659)  -0.799
C (-2.272, -0.890, 0.456)  -1.583
H (-2.377, -1.640, -0.300)  0.355
H (0.958, 0.494, -1.465)  0.268
H (0.006, 0.808, -2.550)  0.284
H (-0.128, -1.992, -0.761)  0.349
H (-1.414, 2.727, 1.379)  0.278
H (-2.992, -0.160, 0.565)  0.425
H (0.567, 0.846, 1.177)  0.319
H (-2.193, -1.414, 1.359)  0.415
H (-1.071, 0.286, -0.952)  0.070
H (0.168, 2.636, 0.286)  0.291
H (-1.383, 1.983, -0.201)  0.301
H (0.033, -1.884, 1.161)  0.315

Entry x
Computed, not measured: 2 unconnected molecules or ions with the total composition C4H12NOS, with ωB97M-V/def2-TZVPD.

The calculation puts the HOMO-LUMO gap at 0.22504 Eh. As for the net charge: -1. The HOMO energy comes out at -2.7 eV.

Last column: Mulliken charge in e.
Positions of all 19 atoms, in Å:
S (-1.782, 2.559, -1.608)  -0.657
O (-2.855, -0.348, -2.555)  -0.665
N (0.860, 0.265, 0.538)  -0.359
C (-0.085, 0.661, -0.495)  -0.397
C (-0.605, 2.062, -0.315)  -0.760
C (1.506, -1.619, 1.972)  -1.285
C (1.193, -1.147, 0.560)  -0.221
H (-2.576, 0.556, -2.252)  0.199
H (0.604, 0.570, 1.466)  0.280
H (-0.952, -0.012, -0.527)  0.325
H (0.412, 0.590, -1.465)  0.215
H (2.366, -1.080, 2.385)  0.291
H (1.703, -2.691, 2.000)  0.383
H (0.351, -1.744, 0.170)  0.271
H (-1.997, -0.724, -2.771)  0.302
H (0.633, -1.457, 2.600)  0.353
H (2.038, -1.348, -0.104)  0.231
H (0.247, 2.752, -0.276)  0.278
H (-1.062, 2.156, 0.678)  0.214

Entry y
Computed, not measured: 2 unconnected molecules or ions with the total composition C4H12NOS, with ωB97M-V/def2-TZVPD.

The calculation puts the HOMO-LUMO gap at 0.23912 Eh. As for the net charge: -1. The HOMO energy comes out at -2.8 eV.

Last column: Mulliken charge in e.
Positions of all 19 atoms, in Å:
S (1.425, -0.799, 2.181)  -0.699
O (3.733, -1.664, 0.018)  -0.696
N (-1.586, 0.993, 0.043)  -0.484
C (0.008, -0.726, -0.761)  -0.981
C (-1.663, 1.638, -1.258)  -0.883
C (-0.260, -0.215, 1.691)  -0.781
C (-0.224, 0.364, 0.289)  0.081
H (0.845, -1.319, -0.397)  0.206
H (-2.221, 0.202, 0.036)  0.293
H (-0.980, -1.026, 1.676)  0.211
H (3.008, -2.144, 0.467)  0.269
H (-1.757, 0.948, -2.092)  0.291
H (0.248, -0.339, -1.745)  0.328
H (-0.833, 2.330, -1.395)  0.317
H (0.453, 1.203, 0.200)  0.298
H (-0.496, 0.571, 2.401)  0.292
H (3.711, -0.949, 0.676)  0.318
H (-0.879, -1.365, -0.782)  0.310
H (-2.534, 2.297, -1.248)  0.310

Entry z
Computed, not measured: 2 unconnected molecules or ions with the total composition C4H12NOS, with ωB97M-V/def2-TZVPD.

The calculation puts the HOMO-LUMO gap at 0.23422 Eh. As for the net charge: -1. The HOMO energy comes out at -2.9 eV.

Last column: Mulliken charge in e.
Positions of all 19 atoms, in Å:
S (2.981, 1.133, -0.035)  -0.173
O (-0.441, 0.126, 0.934)  -0.877
N (-3.028, -0.809, -1.563)  -0.635
C (2.361, -0.566, -0.060)  -0.477
C (-1.181, 0.211, -0.200)  -0.387
C (2.088, 1.743, 1.420)  -0.575
C (-2.252, -0.882, -0.296)  -0.353
H (1.270, -0.550, 0.073)  0.000
H (-1.707, 1.180, -0.322)  0.247
H (2.261, 2.819, 1.474)  0.286
H (-3.659, -1.602, -1.612)  0.207
H (2.634, -0.982, -1.028)  0.275
H (-1.738, -1.839, -0.176)  0.211
H (-2.951, -0.761, 0.536)  0.300
H (2.823, -1.156, 0.732)  0.276
H (2.470, 1.247, 2.315)  0.210
H (-0.568, 0.099, -1.143)  0.071
H (1.020, 1.521, 1.288)  0.173
H (-2.382, -0.931, -2.336)  0.223

Least stable = entry w